The following is a DFT calculation (the ωB97M-V functional and the def2-TZVPD basis) of one molecule with the formula C4H3BrF2.

Last column: natural (NBO) charge in e.
Element x y z (Å)
F  2.499  -0.237  -0.549  -0.32
C  1.534  0.329  0.176  0.68
F  1.917  0.534  1.446  -0.33
C  0.435  1.168  -0.407  -0.22
C  0.055  -0.031  -0.080  -0.06
C  -1.182  -0.888  0.006  -0.48
Br  -2.779  0.278  0.364  -0.01
H  0.029  2.026  -0.717  0.22
H  -1.133  -1.701  0.792  0.25
H  -1.375  -1.476  -1.031  0.26

* HOMO: -10.3808 eV
* E: -2927.85981 hartree
* orbital gap: 10.7 eV
* energy relative to the best compared isomer or geometry (same formula, charge and spin): 12.0 kcal/mol

---

The following is a DFT calculation (the ωB97M-V functional and the def2-TZVPD basis) of a 4-piece molecular cluster, CH11NO4 overall.

Last column: natural (NBO) charge in e.
Element x y z (Å)
N  1.293  -0.939  2.342  -0.83
C  0.614  -1.635  1.249  0.09
O  0.698  -0.599  0.216  -0.83
H  2.296  -0.891  2.133  0.36
H  0.970  0.062  2.230  0.37
H  1.096  -2.479  0.815  0.16
H  -0.440  -1.885  1.377  0.16
H  0.392  -0.725  -0.704  0.50
O  -2.107  1.211  0.998  -0.94
H  -2.834  0.633  0.756  0.46
H  -1.321  0.728  0.602  0.47
O  0.453  -0.195  -2.510  -0.96
H  0.457  0.582  -3.067  0.49
H  0.473  -0.992  -3.038  0.48
O  -1.058  2.179  -1.183  -0.92
H  -0.668  2.950  -1.631  0.46
H  -0.315  1.993  -0.585  0.47

* HOMO: -9.7424 eV
* E: -400.36594 hartree
* orbital gap: 10.1 eV
* energy relative to the best compared isomer or geometry (same formula, charge and spin): 34.9 kcal/mol